Computed, not measured: a cluster of 4 separate species, C19H38FNO7 in total, with wB97M-V/def2-TZVPD.

```
66
C19H38FNO7 wB97M-V/def2-TZVPD
C -1.062 -1.484 -2.353
O -1.897 -0.564 -1.601
C -1.474 -0.382 -0.304
O -1.789 -1.202 0.529
N -0.715 0.762 0.127
O -1.376 1.484 1.094
C -0.907 1.111 2.414
C 0.623 1.266 2.580
C 1.157 0.608 3.897
O 0.962 2.678 2.675
C -0.206 1.642 -0.930
C -1.310 2.457 -1.705
F 0.677 0.985 -1.796
H -0.254 -1.835 -1.669
H -1.628 -2.330 -2.793
H -0.544 -0.882 -3.130
H -1.173 0.059 2.650
H -1.412 1.798 3.132
H 1.213 0.824 1.749
H 0.782 -0.425 4.053
H 2.267 0.553 3.800
H 0.976 1.282 4.765
H 1.490 2.887 1.887
H 0.421 2.407 -0.408
H -1.151 2.279 -2.794
H -1.264 3.542 -1.492
H -2.291 2.037 -1.385
C 3.929 -1.493 -3.713
C 3.476 -1.389 -5.160
C 1.968 -1.503 -5.024
O 1.632 -0.943 -3.749
C 2.820 -0.749 -2.987
H 4.916 -1.069 -3.530
H 3.944 -2.542 -3.401
H 3.743 -0.408 -5.563
H 3.904 -2.152 -5.811
H 1.647 -2.551 -5.030
H 1.431 -0.971 -5.811
H 3.022 0.326 -2.948
H 2.664 -1.109 -1.968
C -6.376 1.576 1.602
C -4.890 1.621 1.910
C -4.451 2.860 1.150
O -5.572 3.753 1.137
C -6.737 3.051 1.584
H -6.959 1.005 2.325
H -6.537 1.138 0.612
H -4.738 1.766 2.984
H -4.350 0.723 1.608
H -4.197 2.619 0.112
H -3.595 3.354 1.612
H -6.984 3.411 2.589
H -7.574 3.274 0.920
C 3.933 -2.861 0.768
C 2.559 -3.277 1.258
C 2.682 -3.061 2.757
O 3.606 -1.979 2.944
C 4.259 -1.706 1.698
H 3.958 -2.578 -0.285
H 4.645 -3.677 0.920
H 1.798 -2.608 0.845
H 2.290 -4.301 0.998
H 3.094 -3.945 3.254
H 1.727 -2.811 3.223
H 3.865 -0.760 1.309
H 5.331 -1.591 1.867
```

Computed properties:
- E_HOMO: -9.3 eV
- E: -1427.9039 a.u.
- Multiplicity: 1
- Molar mass: 411.51 g/mol
- Orbital gap: 9.82 eV
- LUMO: 0.6 eV

---

Computed, not measured: a cluster of 2 separate species, C19H38IN5O2 in total, with wB97M-V/def2-TZVPD.

```
65
C19H38IN5O2 wB97M-V/def2-TZVPD
C 0.707 0.585 -0.136
C 1.352 -0.717 -0.521
O 1.023 -1.785 -0.060
N 2.416 -0.573 -1.426
C 3.309 -1.719 -1.626
C 4.789 -1.435 -1.304
C 5.079 -0.467 -0.148
C 5.418 -1.143 1.192
N 4.769 -2.450 1.354
C 5.387 -3.308 2.411
C 4.549 -4.566 2.651
C 3.560 -4.794 1.515
I 4.528 -5.442 -0.278
N 2.789 -3.570 1.274
C 3.419 -2.421 1.521
N 2.741 -1.347 1.914
H 1.252 1.043 0.695
H -0.321 0.412 0.182
H 0.702 1.294 -0.965
H 2.099 -0.203 -2.315
H 3.253 -2.030 -2.672
H 2.940 -2.572 -1.054
H 5.260 -2.400 -1.094
H 5.278 -1.058 -2.205
H 5.946 0.141 -0.410
H 4.248 0.235 -0.022
H 6.491 -1.327 1.260
H 5.168 -0.487 2.039
H 5.466 -2.723 3.334
H 6.382 -3.567 2.050
H 5.201 -5.437 2.730
H 3.996 -4.498 3.593
H 2.850 -5.585 1.732
H 1.850 -3.592 1.660
H 1.852 -1.445 2.382
H 3.048 -0.414 1.689
C -5.337 1.798 -2.633
C -4.160 1.513 -1.672
C -4.578 0.620 -0.490
C -5.336 1.326 0.631
C -4.590 2.578 1.081
C -4.313 3.541 -0.075
N -3.565 2.790 -1.147
O -2.316 2.690 -0.890
C -5.630 4.142 -0.577
C -3.440 4.703 0.384
C -3.094 0.777 -2.478
H -5.653 2.834 -2.619
H -5.040 1.586 -3.660
H -6.204 1.178 -2.402
H -3.672 0.176 -0.064
H -5.170 -0.206 -0.891
H -6.353 1.572 0.317
H -5.437 0.641 1.474
H -5.156 3.116 1.845
H -3.637 2.288 1.534
H -5.461 4.779 -1.446
H -6.043 4.760 0.221
H -6.384 3.403 -0.832
H -2.523 4.359 0.854
H -4.003 5.295 1.108
H -3.175 5.344 -0.457
H -2.681 1.421 -3.254
H -3.568 -0.084 -2.954
H -2.278 0.423 -1.852
```

Computed properties:
- E_HOMO (spin up / spin down): -9.8 / -11.0 eV
- E: -1468.4535 a.u.
- Multiplicity: 2
- Molar mass: 495.45 g/mol
- Orbital gap (spin up / spin down): 6.99 / 8.19 eV
- Net charge: +1
- LUMO (spin up / spin down): -2.8 / -2.8 eV
- ⟨S²⟩: 0.75

---

Computed, not measured: the molecule C19H38N2O2, with wB97M-V/def2-TZVPD.

```
61
C19H38N2O2 wB97M-V/def2-TZVPD
C -0.459 -5.030 4.340
C -0.305 -4.561 2.899
C 0.705 -3.423 2.777
C 0.852 -2.943 1.335
C 1.856 -1.793 1.203
C 1.965 -1.323 -0.253
C 2.968 -0.186 -0.410
C 1.491 -0.624 2.112
O 2.246 -0.176 2.954
N 0.259 -0.118 1.909
C -0.221 1.029 2.644
C -1.461 1.613 1.964
C -2.061 2.747 2.785
N -1.155 2.094 0.627
C -1.229 1.317 -0.474
O -1.446 0.119 -0.405
C -1.063 2.051 -1.794
C -2.467 2.288 -2.372
C -3.296 3.259 -1.539
C -0.193 1.207 -2.737
C 0.335 2.000 -3.930
C 0.999 1.113 -4.985
C 2.248 0.403 -4.476
H -1.184 -5.839 4.406
H -0.798 -4.212 4.972
H 0.492 -5.388 4.727
H -1.274 -4.225 2.521
H 0.018 -5.399 2.276
H 1.676 -3.758 3.147
H 0.387 -2.589 3.406
H 1.190 -3.775 0.711
H -0.123 -2.628 0.954
H 2.840 -2.139 1.537
H 2.278 -2.169 -0.870
H 0.982 -1.004 -0.607
H 2.652 0.687 0.156
H 3.945 -0.489 -0.040
H 3.072 0.097 -1.456
H -0.331 -0.462 1.163
H -0.472 0.735 3.671
H 0.582 1.773 2.703
H -2.195 0.805 1.842
H -2.931 3.163 2.283
H -2.368 2.381 3.761
H -1.327 3.537 2.931
H -0.905 3.066 0.538
H -0.575 3.016 -1.621
H -2.374 2.681 -3.385
H -2.981 1.327 -2.431
H -4.260 3.429 -2.012
H -3.474 2.863 -0.542
H -2.789 4.218 -1.447
H -0.780 0.355 -3.083
H 0.651 0.817 -2.167
H 1.055 2.743 -3.579
H -0.487 2.537 -4.408
H 0.279 0.371 -5.334
H 1.271 1.738 -5.839
H 2.954 1.121 -4.063
H 2.738 -0.126 -5.291
H 1.997 -0.322 -3.707
```

Computed properties:
- E_HOMO: -9.2 eV
- Relative energy (zero: lowest compared OMol25 entry of this formula, charge and spin): 2.4 kcal per mole
- E: -1006.8300 a.u.
- Multiplicity: 1
- Molar mass: 326.52 g/mol
- Orbital gap: 9.88 eV
- LUMO: 0.7 eV

---

Computed, not measured: a cluster of 3 separate species, C19H39FIN3O9S in total, with wB97M-V/def2-TZVPD.

```
73
C19H39FIN3O9S wB97M-V/def2-TZVPD
C 2.475 -2.047 1.153
S 1.202 -0.712 1.027
O 1.801 0.452 0.239
O 0.963 -0.190 2.449
C -0.435 -1.250 0.343
C -1.172 0.159 0.072
C -2.727 0.177 0.493
O -3.138 1.083 1.249
F -3.693 -0.756 0.017
C -1.249 -2.411 1.091
N -1.702 -2.224 2.485
O -0.395 -3.580 0.781
C -0.219 -3.485 -0.658
O 0.047 -4.474 -1.383
C -0.469 -1.940 -1.141
I 1.021 -1.335 -2.604
H 2.703 -2.197 2.278
H 3.477 -1.715 0.679
H 2.177 -3.050 0.699
H -1.002 0.514 -1.016
H -0.673 0.964 0.739
H -2.199 -2.691 0.493
H -1.381 -1.332 2.890
H -2.739 -2.165 2.420
H -1.550 -1.693 -1.478
C 2.878 1.556 2.972
O 4.120 0.867 3.053
C 5.122 1.381 2.173
C 6.191 2.160 2.946
N 5.672 3.420 3.467
C 6.522 4.054 4.480
C 6.856 3.258 5.754
O 5.751 3.062 6.631
C 4.874 2.012 6.253
H 2.128 0.952 3.474
H 2.928 2.520 3.489
H 2.569 1.707 1.938
H 4.692 1.982 1.366
H 5.601 0.510 1.713
H 7.038 2.363 2.281
H 6.546 1.505 3.751
H 4.760 3.261 3.878
H 6.010 4.974 4.783
H 7.459 4.359 4.000
H 7.575 3.856 6.324
H 7.358 2.309 5.547
H 5.401 1.173 5.791
H 4.099 2.396 5.588
H 4.373 1.648 7.151
C -2.697 -2.583 -4.759
O -2.879 -1.389 -4.013
C -2.825 -0.199 -4.806
C -4.217 0.413 -4.984
N -5.062 -0.403 -5.850
C -6.488 -0.064 -5.802
C -7.209 -0.131 -4.445
O -7.383 -1.449 -3.935
C -6.236 -1.999 -3.306
H -2.503 -3.394 -4.053
H -3.600 -2.840 -5.319
H -1.847 -2.506 -5.442
H -2.334 -0.370 -5.769
H -2.209 0.513 -4.247
H -4.117 1.415 -5.416
H -4.650 0.521 -3.983
H -4.963 -1.377 -5.591
H -6.994 -0.754 -6.485
H -6.615 0.942 -6.220
H -8.222 0.255 -4.602
H -6.759 0.520 -3.688
H -5.652 -1.245 -2.772
H -5.620 -2.515 -4.044
H -6.569 -2.747 -2.587
```

Computed properties:
- E_HOMO: -8.5 eV
- Relative energy (zero: lowest compared OMol25 entry of this formula, charge and spin): 53.6 kcal per mole
- E: -2384.2886 a.u.
- Multiplicity: 1
- Molar mass: 631.50 g/mol
- Orbital gap: 7.86 eV
- LUMO: -0.6 eV